No. 1
The following is a DFT calculation (wB97M-V/def2-TZVPD) of a 16-piece molecular cluster, C2H38NO15S overall.

Max |F| = 4.7 eV/A
E = -1680.32512 Ha
Total charge = +1
E_HOMO = -11.92 eV
Gap between HOMO and LUMO = 9.585 eV
Relative energy (zero: lowest compared OMol25 entry of this formula, charge and spin) = 0.0830 eV
LUMO energy = -2.33 eV

Each line ends with the Löwdin charge.
CARTESIAN COORDINATES (ANGSTROEM)
C  -1.45314  -1.38943  -0.25835  -0.28
C  -1.27205  -2.83196  -0.08631  -0.50
S  -2.41028  -3.59082  -1.44254  0.69
N  -0.50782  -0.53979  0.62039  0.13
H  -2.49611  -1.01961  -0.22648  0.12
H  -1.06698  -1.08472  -1.29441  0.11
H  -1.62559  -3.22743  0.97319  0.13
H  -0.27481  -3.29107  -0.32366  0.06
H  -1.46498  -3.42380  -2.44787  -0.13
H  -0.32968  0.45766  0.25974  0.10
H  0.40928  -1.10229  0.72083  0.10
H  -0.74967  -0.35080  1.63141  0.14
H  0.66518  -2.53848  3.87914  0.04
H  1.21562  -2.38907  2.41960  -0.01
O  1.14489  -2.00302  3.28505  -0.02
H  -1.76061  1.48999  3.78855  0.03
H  -2.77630  0.51936  3.80154  0.10
O  -2.26985  1.06149  3.09856  -0.08
H  2.65198  -3.10092  -2.02588  -0.01
H  3.62069  -3.67832  -0.90190  0.07
O  2.71276  -3.54353  -1.18309  -0.05
H  -0.13100  2.69386  -0.35380  0.01
H  -0.41326  1.70445  -1.49850  0.03
O  -0.59308  1.91647  -0.55387  -0.06
H  -1.96480  2.70700  0.18451  0.01
H  -2.94050  3.07975  1.30186  0.05
O  -2.51117  3.45312  0.51552  -0.07
H  1.04744  1.50458  3.02143  0.02
H  0.64269  2.80443  2.07513  0.03
O  1.30371  2.09814  2.23639  -0.11
H  -4.05630  2.30745  -2.04726  0.06
H  -4.46812  0.86914  -2.25832  0.07
O  -3.69205  1.41157  -2.02428  -0.05
H  1.76346  1.14537  4.69009  0.10
H  1.40036  -0.26145  3.93383  0.02
O  1.03334  0.50720  4.42304  -0.09
H  0.46424  4.82749  1.14934  0.09
H  -0.96986  4.42856  0.82724  0.02
O  -0.10502  4.06837  0.93882  -0.05
H  1.24560  0.52294  -1.66209  0.03
H  2.22045  0.72442  -0.52599  0.01
O  1.78241  0.03832  -1.04931  -0.04
H  1.91502  -1.82895  -0.03196  0.00
H  1.67461  -3.30960  0.55185  0.06
O  1.67728  -2.36486  0.67901  -0.06
H  0.28178  -1.56171  -3.80111  0.04
H  -0.84534  -1.46598  -4.71019  0.15
O  -0.63140  -1.17060  -3.72290  -0.12
H  2.69949  1.43334  1.45272  0.06
H  3.20451  2.46874  0.37529  0.07
O  3.26113  1.51710  0.59087  -0.10
H  2.99548  -1.47255  -3.77891  0.08
H  2.09989  -1.06607  -2.55928  0.00
O  2.38293  -1.77746  -3.12133  -0.02
H  -1.88614  1.53627  -2.91113  0.02
H  -0.90517  0.62968  -3.53596  -0.01
O  -0.94513  1.45803  -3.08827  -0.03

No. 2
The following is a DFT calculation (wB97M-V/def2-TZVPD) of C28H35F4LiN8Si2 as an isolated structure.

Max |F| = 1.0 eV/A
E = -2512.01598 Ha
E_HOMO (alpha / beta) = -7.20 / -7.79 eV
Gap between HOMO and LUMO (alpha / beta) = 5.709 / 5.672 eV
LUMO energy (alpha / beta) = -1.49 / -2.12 eV

Each line ends with the Löwdin charge.
CARTESIAN COORDINATES (ANGSTROEM)
Li  -0.45800  -0.19450  -0.48120  0.52
N  -1.33970  -1.61470  0.81140  -0.04
C  -2.39500  -0.87700  1.47530  -0.25
C  -1.79290  0.39600  2.05850  -0.22
N  -1.12700  1.15670  1.02170  -0.11
C  -1.91180  2.21700  0.41920  -0.21
C  -2.37050  1.81910  -0.98000  -0.26
N  -1.20500  1.45770  -1.76590  -0.04
H  -1.72670  -2.39970  0.30300  0.08
H  -0.69280  -1.98890  1.49740  0.06
H  -2.88210  -1.45070  2.27930  0.12
H  -3.15240  -0.61630  0.73420  0.11
H  -1.05520  0.11470  2.81360  0.10
H  -2.58220  0.98400  2.55020  0.12
H  -0.25610  1.51880  1.37390  0.05
H  -1.30780  3.12680  0.33400  0.12
H  -2.79100  2.45670  1.03220  0.12
H  -2.94660  2.64850  -1.41950  0.12
H  -3.01600  0.94180  -0.92130  0.11
H  -0.63750  2.28240  -1.93740  0.09
H  -1.50080  1.10580  -2.66730  0.08
C  1.22280  -1.61610  4.13920  -0.17
Si  2.37380  -1.65230  2.60910  0.54
C  4.16280  -1.87870  3.25300  -0.15
C  1.95440  -3.17200  1.54400  -0.15
C  2.22250  -0.03220  1.65410  -0.19
C  2.56580  -0.00260  0.24250  -0.40
C  3.92410  -0.01610  -0.12280  -0.02
C  4.27930  0.25120  -1.42420  -0.05
C  3.27580  0.49300  -2.35570  -0.04
C  1.96710  0.41000  -1.92780  -0.15
N  1.60960  0.17780  -0.67100  0.07
Si  2.36780  1.70780  2.37460  0.54
C  2.12760  2.96140  0.95050  -0.15
C  1.12490  2.10030  3.77310  -0.16
C  4.14830  1.94720  3.03180  -0.15
H  1.32830  -2.53340  4.70990  0.03
H  0.17240  -1.51550  3.88250  0.01
H  1.48420  -0.79800  4.80130  0.01
H  4.25420  -2.81420  3.79800  0.03
H  4.46290  -1.07750  3.92110  0.02
H  4.86590  -1.91220  2.42670  0.02
H  1.71690  -4.03760  2.15660  0.04
H  2.81300  -3.43460  0.93600  0.02
H  1.12640  -2.99910  0.86520  0.00
H  4.67720  -0.20390  0.62480  0.11
H  5.31950  0.27760  -1.71310  0.12
H  3.50880  0.73210  -3.37950  0.12
H  1.15380  0.55030  -2.62310  0.10
H  1.26520  2.72590  0.33410  0.00
H  2.99420  2.93840  0.29630  0.04
H  2.01640  3.97940  1.31070  0.04
H  0.14060  2.37360  3.40620  0.02
H  1.48900  2.93980  4.35730  0.03
H  1.00410  1.26440  4.45050  0.01
H  4.87240  1.74050  2.25060  0.03
H  4.35890  1.28200  3.86170  0.02
H  4.31290  2.96470  3.37230  0.03
F  2.48070  -2.26350  -6.15620  0.11
C  2.89970  -2.37860  -4.88640  -0.14
C  4.24810  -2.43390  -4.64160  -0.13
F  5.09280  -2.38250  -5.68130  0.12
C  4.78390  -2.49920  -3.32660  -0.06
C  3.81390  -2.66980  -2.30510  -0.16
C  2.47200  -2.60080  -2.55290  -0.16
F  1.61630  -2.74650  -1.51860  0.09
C  1.94040  -2.38090  -3.84530  -0.05
C  0.56290  -2.12400  -4.04180  -0.18
C  -0.25790  -1.80880  -2.97080  -0.20
N  -0.94010  -1.46300  -2.10540  0.13
C  -0.05620  -2.03790  -5.29420  -0.22
N  -0.63790  -1.96230  -6.28320  0.16
F  4.22360  -2.87500  -1.03870  0.09
C  6.15570  -2.34830  -3.05010  -0.17
C  7.12720  -2.13190  -4.03840  -0.21
N  7.97400  -1.92650  -4.79020  0.18
C  6.67580  -2.27080  -1.75030  -0.22
N  7.15680  -2.14810  -0.71110  0.18

No. 3
The following is a DFT calculation (wB97M-V/def2-TZVPD) of the molecule C6H6.

Max |F| = 4.9 eV/A
E = -232.06053 Ha
E_HOMO = -7.78 eV
Gap between HOMO and LUMO = 8.095 eV
Relative energy (zero: lowest compared OMol25 entry of this formula, charge and spin) = 4.5116 eV
LUMO energy = 0.31 eV
SMILES = C=CC1=CC1=C

Each line ends with the Löwdin charge.
CARTESIAN COORDINATES (ANGSTROEM)
C  1.44633  0.54412  1.60139  0.06
C  0.20166  0.85465  1.40308  -0.16
C  -0.52976  0.44816  0.28895  -0.15
C  -1.59772  0.38853  -0.53699  0.09
C  -0.44114  -0.36700  -0.95613  -0.25
C  -0.09434  -1.37549  -1.82211  -0.03
H  1.91041  0.92644  2.53109  0.08
H  2.03830  -0.09454  1.00142  0.06
H  -0.47353  1.38451  1.99425  0.10
H  -2.55970  0.78289  -0.89652  0.11
H  0.92206  -1.82596  -1.93495  0.03
H  -0.82258  -1.66632  -2.67347  0.06

No. 4
The following is a DFT calculation (wB97M-V/def2-TZVPD) of C11H7Cl15Cr2O4 as an isolated structure.

Max |F| = 3.7 eV/A
Spin multiplicity = 9
E = -9715.39204 Ha
Total charge = +2
E_HOMO (alpha / beta) = -15.01 / -15.01 eV
Gap between HOMO and LUMO (alpha / beta) = 5.717 / 6.291 eV
Relative energy (zero: lowest compared OMol25 entry of this formula, charge and spin) = 0.9293 eV
LUMO energy (alpha / beta) = -9.30 / -8.72 eV
Expectation value of S² = 20.0586

Each line ends with the Löwdin spin population.
CARTESIAN COORDINATES (ANGSTROEM)
Cr  -3.92615  -0.35051  0.38390  4.03
Cr  1.85694  3.26071  -0.56494  3.97
C  -0.91594  0.61452  -2.08919  0.00
C  0.29612  1.20573  -1.58634  0.01
C  0.81563  0.76621  -0.16689  0.01
O  1.90477  1.32067  0.17226  0.00
C  0.00441  -0.01535  0.66677  0.00
C  -1.17813  -0.49701  0.18110  0.01
C  -1.61839  -0.12950  -1.20193  0.01
O  -2.88419  -0.31537  -1.52555  -0.03
O  -1.97909  -1.07459  1.01847  -0.01
O  0.86422  2.21254  -2.04925  0.00
H  -1.23185  0.96617  -3.06170  0.00
H  0.35171  -0.12363  1.68289  0.00
C  -2.80245  -0.54086  -6.08285  0.00
Cl  -3.31901  -1.28013  -4.55296  0.00
Cl  -1.77913  0.90055  -5.84139  0.00
Cl  -4.19885  -0.20909  -7.10555  0.00
H  -2.23267  -1.25530  -6.66642  0.00
C  -1.03863  1.97829  4.39676  0.00
Cl  -1.49321  2.60498  6.06718  0.00
Cl  0.49141  1.07910  4.43096  0.00
Cl  -1.00842  3.30433  3.17981  0.00
H  -1.81031  1.30131  4.05605  0.00
C  4.43820  2.30359  3.08270  0.00
Cl  6.04137  2.56611  3.74965  0.00
Cl  3.91313  0.67785  3.56945  0.00
Cl  4.47789  2.25106  1.27240  0.01
H  3.66498  3.01488  3.34614  0.00
C  0.97439  -2.44622  3.87870  0.00
Cl  1.13112  -3.65533  2.61793  0.00
Cl  2.31927  -2.41683  5.00842  0.00
Cl  -0.49922  -2.64835  4.82508  0.00
H  0.89596  -1.44352  3.47687  0.00
C  -0.12283  -2.71570  -3.65185  0.00
Cl  0.98119  -3.04106  -2.36844  0.00
Cl  -1.26659  -4.07650  -4.06788  0.00
Cl  0.61977  -2.20069  -5.17587  0.00
H  -0.73742  -1.89304  -3.30447  0.00

Q: What is the max |F| in the second record?
A: 1.0 eV/A

Q: max |F| of number 4 (C11H7Cl15Cr2O4)?
A: 3.7 eV/A

Q: What is the formula in the third record?
A: C6H6